Record 1
107
Properties=species:S:1:pos:R:3:lowdin_charge:R:1 method="wB97M-V/def2-TZVPD" energy_ev=-142383.8586 homo_energy_ev="-8.810 / -8.818" de_lowest_ev=0.2452 orbital_gap_ev="5.6 / 5.6" charge=+1 spin_multiplicity=2
Pd -1.3911 -1.2569 0.7530 0.78
C -6.7993 4.4623 -1.1948 -0.06
C -6.0818 4.2291 0.1262 -0.19
N -4.8581 3.4434 -0.0280 -0.04
C -4.9110 2.1039 0.1889 0.03
C -3.8960 1.2146 0.0397 -0.01
C -4.3060 -0.2341 0.3446 -0.61
O -5.5084 -0.4462 0.4193 0.03
O -3.4039 -1.1116 0.5455 -0.19
C -2.6120 1.7055 -0.4115 -0.31
O -1.5909 1.0529 -0.6077 0.01
C -2.5717 3.1727 -0.6737 -0.04
C -1.3803 3.7207 -1.1416 0.09
C -1.2999 5.0558 -1.4251 -0.19
F -0.1469 5.5576 -1.9298 0.06
C -2.3877 5.9110 -1.2375 -0.16
C -3.5710 5.3722 -0.7671 0.05
C -3.6846 4.0033 -0.4914 -0.13
N -2.3508 7.3072 -1.5331 -0.12
C -3.0278 7.7501 -2.7430 -0.12
C -3.6666 9.1176 -2.4445 -0.07
N -2.9348 9.7079 -1.2681 0.05
C -1.4517 9.5528 -1.4339 -0.07
C -1.1168 8.0515 -1.3279 -0.13
H -7.7000 5.0557 -1.0362 0.08
H -7.0922 3.5110 -1.6383 0.09
H -6.1632 4.9831 -1.9121 0.06
H -6.7237 3.6769 0.8095 0.13
H -5.8379 5.1677 0.6263 0.11
H -5.8682 1.7073 0.5055 0.14
H -0.5339 3.0636 -1.3017 0.14
H -4.4081 6.0387 -0.6106 0.11
H -3.8006 7.0378 -3.0187 0.13
H -2.3333 7.8273 -3.5891 0.14
H -4.7129 9.0347 -2.1573 0.13
H -3.5756 9.8179 -3.2723 0.14
H -3.2081 9.1674 -0.4437 0.18
H -3.1977 10.6818 -1.1258 0.19
H -0.9523 10.1449 -0.6712 0.14
H -1.2091 9.9646 -2.4116 0.14
H -0.7251 7.8132 -0.3398 0.14
H -0.3394 7.8235 -2.0609 0.13
C 0.4691 1.7707 2.5800 -0.02
N 0.9644 0.5385 3.1734 -0.11
C 2.2839 0.2466 3.4446 -0.04
C 2.3255 -1.0356 3.8666 -0.04
N 1.0316 -1.5059 3.8493 -0.11
C 0.6189 -2.8775 4.1176 -0.06
C 0.2100 -0.5457 3.4058 -0.70
Se -1.6347 -0.7174 3.1120 0.76
H 1.3232 2.4041 2.3538 0.09
H -0.2017 2.2774 3.2711 0.09
H -0.0726 1.5382 1.6624 0.07
H 3.0670 0.9714 3.3162 0.13
H 3.1527 -1.6497 4.1727 0.13
H 1.5012 -3.4495 4.3933 0.09
H 0.1764 -3.2960 3.2154 0.05
H -0.1074 -2.8986 4.9261 0.09
C 4.8739 -9.9462 2.2404 -0.05
C 4.3067 -8.5791 1.9717 -0.26
C 5.0291 -7.6250 1.2683 -0.02
C 4.5187 -6.3582 1.0121 -0.30
C 5.3720 -5.3818 0.2479 -0.08
C 3.2315 -6.0336 1.4729 -0.41
Te 2.4705 -4.0746 1.1525 1.42
N 0.5170 -1.5086 0.7998 0.02
C 0.5010 -1.2624 -0.5307 -0.60
O -0.4600 -1.7304 -1.1930 -0.02
C 1.4915 -0.3257 -1.1151 -0.17
C 1.2190 0.2784 -2.3364 -0.02
C 2.1390 1.1585 -2.8844 -0.07
C 3.3263 1.4309 -2.2145 -0.08
C 3.5959 0.8263 -0.9927 -0.08
C 2.6758 -0.0510 -0.4394 -0.04
C 2.1533 -4.1677 -0.9304 -0.48
C 2.9723 -3.3863 -1.7394 -0.17
C 2.7616 -3.3214 -3.1088 -0.09
C 1.7347 -4.0619 -3.6714 -0.07
C 0.9321 -4.8575 -2.8669 -0.04
C 1.1158 -4.9229 -1.4885 -0.30
C 0.2127 -5.7835 -0.6514 -0.06
C 2.4808 -6.9845 2.1785 -0.31
C 1.0774 -6.7652 2.6876 -0.09
C 3.0400 -8.2381 2.4167 -0.02
H 5.8946 -10.0303 1.8701 0.07
H 4.2744 -10.7184 1.7554 0.08
H 4.8816 -10.1633 3.3095 0.08
H 6.0221 -7.8717 0.9087 0.11
H 6.3254 -5.8366 -0.0180 0.08
H 5.5686 -4.4850 0.8394 0.06
H 4.8821 -5.0579 -0.6706 0.06
H 0.2889 0.0433 -2.8366 0.12
H 1.9374 1.6272 -3.8391 0.10
H 4.0477 2.1102 -2.6505 0.10
H 4.5292 1.0278 -0.4824 0.10
H 2.8781 -0.5537 0.5003 0.09
H 3.7859 -2.8282 -1.2932 0.09
H 3.3982 -2.7001 -3.7260 0.10
H 1.5575 -4.0255 -4.7387 0.10
H 0.1306 -5.4331 -3.3141 0.11
H -0.6039 -6.1841 -1.2501 0.08
H -0.2116 -5.2099 0.1750 0.06
H 0.7637 -6.6210 -0.2166 0.08
H 0.7532 -5.7319 2.6016 0.00
H 1.0022 -7.0692 3.7330 0.08
H 0.3726 -7.3785 2.1218 0.09
H 2.4554 -8.9704 2.9652 0.12

***

Record 2
107
Properties=species:S:1:pos:R:3:lowdin_charge:R:1 method="wB97M-V/def2-TZVPD" energy_ev=-78899.1249 homo_energy_ev=-2.660 orbital_gap_ev=4.1 charge=-1 spin_multiplicity=1
Y -0.2713 0.3799 -0.2288 1.58
O -1.7665 0.5992 -2.0677 -0.07
C -1.2486 1.6795 -2.4797 -0.62
O -0.5445 2.4061 -1.7530 -0.02
C -1.4421 1.9714 -3.9415 -0.10
C -0.3213 2.0959 -4.7539 0.01
C -0.4627 2.1674 -6.1326 -0.05
C -1.7197 2.1283 -6.7054 -0.01
C -2.8365 2.0335 -5.8831 -0.14
C -2.7078 1.9421 -4.5047 0.07
N -4.1558 2.0127 -6.4826 -0.36
O -5.1213 1.9035 -5.7503 0.08
O -4.2364 2.1117 -7.6968 0.06
H 0.6546 2.0972 -4.2866 0.11
H 0.4108 2.2433 -6.7655 0.11
H -1.8581 2.1575 -7.7757 0.11
H -3.5863 1.8415 -3.8842 0.13
C -2.9117 -3.0877 -2.8282 -0.05
C -3.4623 -2.4479 -1.5822 -0.29
C -4.8359 -2.4283 -1.3432 -0.05
C -5.3270 -1.8023 -0.2076 -0.29
C -6.8014 -1.8185 0.1056 -0.06
C -4.4682 -1.1309 0.6498 0.00
C -3.0776 -1.0660 0.4082 -0.31
C -2.6105 -1.8327 -0.6901 -0.06
N -2.1363 -0.3878 1.0916 -0.07
C -2.3518 0.5760 2.1713 -0.37
C -1.3797 0.0292 3.3520 -0.06
C -1.2522 0.8612 4.6649 -0.29
C -0.6566 1.9436 4.1317 -0.32
C -1.6911 2.8480 2.6443 -0.42
C -3.0124 3.2982 3.2459 -0.04
C -3.5401 1.9677 3.9341 -0.22
C -2.6497 1.3805 5.1302 -0.08
C -3.7110 0.8502 2.8670 -0.11
C -2.0070 1.9826 1.5073 -0.05
H -3.6731 -3.6891 -3.3235 0.07
H -2.0475 -3.7150 -2.6059 0.07
H -2.5868 -2.3025 -3.5142 0.08
H -5.5140 -2.9067 -2.0397 0.10
H -7.3508 -2.4054 -0.6293 0.07
H -7.1987 -0.8020 0.1081 0.08
H -6.9792 -2.2444 1.0948 0.07
H -4.9075 -0.6509 1.5074 0.08
H -1.5316 -1.8916 -0.8558 0.08
H -0.3739 -0.0621 2.9514 0.07
H -1.7662 -0.9738 3.5757 0.12
H -0.6898 0.3541 5.4489 0.15
H 0.1956 2.4372 2.6075 -0.06
H 0.4237 3.3708 4.0963 0.07
H -1.0605 3.7948 4.0681 0.03
H -3.7626 3.7546 2.6067 0.13
H -2.6406 3.9942 4.0039 0.11
H -4.5166 2.1847 4.3809 0.13
H -3.2066 0.5521 5.5832 0.11
H -2.4741 2.1428 5.8919 0.11
H -4.4369 1.1954 2.1289 0.11
H -4.0897 -0.0500 3.3565 0.12
H -1.1162 1.8976 0.8218 0.03
H -2.8680 2.3078 0.9263 0.15
N 0.0926 -4.5022 5.0622 0.16
C 0.5407 -3.5979 4.5120 -0.19
C 1.1150 -2.4791 3.8424 -0.22
C 1.9027 -1.5573 4.5382 -0.01
C 2.4682 -0.5146 3.8311 -0.03
C 2.2173 -0.4093 2.4704 -0.11
N 1.4248 -1.2568 1.8102 0.07
C 0.9020 -2.2746 2.4782 -0.09
H 2.0678 -1.6754 5.6006 0.12
H 3.0919 0.2150 4.3269 0.11
H 2.6676 0.3726 1.8720 0.10
H 0.2793 -2.9580 1.9125 0.13
Cl -0.4640 3.0481 3.3295 0.60
C 0.0445 4.1927 2.5631 -0.44
C 0.3506 5.5465 2.9105 -0.07
C 0.4461 6.6000 2.0327 -0.16
C 0.5607 6.3762 0.6597 -0.14
C 0.6004 5.0617 0.2148 -0.08
C 0.5596 4.0082 1.1528 -0.22
C 1.2776 2.7491 1.1901 -0.06
H 0.0919 5.7265 3.9597 0.10
H 0.3932 7.6203 2.3975 0.08
H 0.5658 7.2158 -0.0223 0.08
H 0.5596 4.8041 -0.8369 0.09
H 1.0233 2.1770 2.0413 -0.03
H 2.1197 2.5112 0.5537 0.02
C 4.0743 0.9417 -3.8761 -0.01
C 3.4130 1.3444 -2.5632 -0.48
C 3.2506 2.8670 -2.5362 0.00
O 2.0945 0.7809 -2.4970 0.02
B 1.8060 0.3229 -1.2117 -0.64
O 2.9878 0.3807 -0.4665 -0.02
C 4.1019 0.7810 -1.2759 -0.48
C 4.9298 -0.4800 -1.5377 -0.02
C 4.9376 1.7855 -0.4914 -0.01
H 3.5382 1.4137 -4.6991 0.08
H 4.0409 -0.1354 -4.0237 0.08
H 5.1099 1.2830 -3.8912 0.09
H 2.6740 3.1729 -3.4093 0.08
H 4.2173 3.3695 -2.5647 0.09
H 2.6959 3.1775 -1.6511 0.09
H 4.3269 -1.2204 -2.0621 0.09
H 5.2240 -0.9069 -0.5791 0.09
H 5.8242 -0.2521 -2.1170 0.08
H 4.3273 2.6171 -0.1457 0.08
H 5.7554 2.1700 -1.1018 0.09
H 5.3569 1.2884 0.3836 0.09

***

Record 3
107
Properties=species:S:1:pos:R:3:lowdin_charge:R:1 method="wB97M-V/def2-TZVPD" energy_ev=-93726.1610 homo_energy_ev="-6.022 / -10.648" de_lowest_ev=2.8739 orbital_gap_ev="3.4 / 5.1" charge=+1 spin_multiplicity=5
Pd 16.5558 14.4218 13.8543 0.43
C 19.0395 16.5399 17.1116 -0.12
C 18.5643 15.5951 16.0751 -0.73
S 16.9081 15.2107 16.0660 0.80
C 19.4072 14.8605 15.2541 -0.58
C 20.9005 15.0670 15.5282 -0.06
S 18.7781 13.8572 13.9192 0.80
H 19.7974 17.2336 16.6882 0.09
H 19.5835 15.9550 17.8714 0.10
H 18.2154 17.1061 17.6513 0.10
H 21.0415 16.1161 15.8640 0.08
H 21.4300 14.8498 14.5991 0.08
H 21.2568 14.3859 16.3256 0.11
F 18.7549 16.5506 12.9306 0.20
B 18.4600 15.3367 12.5008 -0.82
F 18.1488 15.0684 11.2072 0.15
C 18.9740 9.5369 13.3099 -0.10
C 18.4082 8.4507 14.2424 -0.32
C 18.5424 7.1249 13.9144 -0.06
C 18.0967 6.0903 14.7867 -0.08
C 17.7862 6.4206 16.0631 -0.08
C 17.6870 7.8110 16.3769 -0.14
C 17.9118 8.8146 15.5047 -0.33
Sb 17.2447 10.8768 15.9590 1.59
C 15.1972 10.3357 16.3706 -0.35
C 14.8357 9.8362 17.6292 -0.13
C 13.5365 10.0839 18.0572 -0.13
C 12.5476 10.6033 17.3096 -0.11
C 12.8631 10.8375 15.9619 -0.03
C 14.1973 10.7143 15.4573 -0.33
C 14.6034 10.9706 14.0417 -0.17
C 18.0125 10.7468 17.9501 -0.35
C 19.0889 9.8770 18.2196 -0.14
C 19.6016 9.7233 19.4799 -0.08
C 19.1297 10.5256 20.5266 -0.06
C 18.0557 11.4044 20.2776 -0.03
C 17.5195 11.5136 18.9690 -0.32
C 16.4068 12.5485 18.7461 -0.07
H 19.2755 9.0531 12.3116 0.09
H 19.8572 10.1445 13.6738 0.08
H 18.2286 10.3219 12.9992 0.04
H 18.8086 6.8099 12.8934 0.11
H 18.1937 5.0095 14.4359 0.13
H 17.5042 5.6128 16.7371 0.11
H 17.3760 8.0287 17.4323 0.11
H 15.5824 9.3188 18.2699 0.11
H 13.2990 9.8339 19.1241 0.13
H 11.6002 10.9420 17.7808 0.11
H 12.1057 11.2468 15.2377 0.12
H 13.7003 11.0751 13.3607 0.09
H 15.2500 10.1923 13.5554 0.08
H 15.1831 11.9343 13.9692 0.00
H 19.4688 9.3193 17.3830 0.08
H 20.5338 9.1119 19.6437 0.13
H 19.5298 10.5141 21.5541 0.11
H 17.6682 12.1871 20.9617 0.12
H 15.6367 12.1574 18.0656 0.04
H 16.7443 13.4836 18.2518 0.03
H 15.9596 12.8049 19.7295 0.09
N 15.8249 11.8531 11.5221 0.18
C 16.0276 12.4330 10.5250 -0.26
N 16.2675 12.7876 9.2393 -0.09
C 17.4214 12.0269 8.6421 -0.11
C 18.5035 13.0369 8.1984 -0.16
C 17.8918 13.8909 7.0855 -0.19
C 16.5276 14.4858 7.4354 -0.16
C 16.0291 14.1497 8.8465 -0.18
H 17.0686 11.4095 7.7587 0.15
H 17.6944 11.3453 9.4429 0.11
H 19.3011 12.4193 7.7848 0.11
H 18.9410 13.5950 9.0048 0.10
H 17.9434 13.3991 6.1508 0.10
H 18.5085 14.7867 6.9127 0.11
H 15.8138 14.1529 6.6841 0.11
H 16.5281 15.5813 7.4112 0.12
H 14.9959 14.4110 8.8726 0.11
H 16.5494 14.8466 9.5068 0.10
C 10.2744 14.1879 18.6384 -0.05
C 10.1053 14.9590 17.3650 -0.26
C 8.8572 14.8420 16.7312 -0.04
C 8.7358 15.2856 15.4121 0.00
C 9.8026 15.9520 14.7479 -0.27
N 9.7019 16.2541 13.3643 0.10
C 9.9545 15.0594 12.5617 -0.47
O 9.1113 14.5404 11.8170 0.07
N 11.2557 14.6528 12.4903 0.13
C 12.4523 15.2998 12.7539 -0.22
C 12.6145 16.6603 12.4340 0.02
C 13.8201 17.2475 12.7093 -0.03
C 14.8673 16.4661 13.1719 -0.12
N 14.6880 15.1748 13.5657 -0.10
C 13.4983 14.6133 13.3865 -0.03
C 10.9381 16.2852 15.4925 -0.04
C 11.1551 15.6845 16.7110 -0.03
H 11.1851 13.5795 18.5494 0.07
H 9.4110 13.4929 18.6960 0.09
H 10.4522 14.7575 19.5265 0.07
H 8.0317 14.4847 17.3255 0.11
H 7.8712 15.0728 14.7616 0.12
H 8.7255 16.4851 13.1617 0.14
H 11.4104 13.9776 11.7159 0.18
H 11.7368 17.2621 12.1290 0.14
H 13.9743 18.2837 12.5023 0.11
H 15.9017 16.7728 13.2924 0.09
H 13.5144 13.5612 13.6456 0.11
H 11.7667 16.8789 15.1034 0.11
H 12.1273 15.7273 17.1686 0.11

***

Record 4
111
Properties=species:S:1:pos:R:3:lowdin_charge:R:1 method="wB97M-V/def2-TZVPD" energy_ev=-118195.3137 homo_energy_ev="-8.179 / -10.034" de_lowest_ev=2.8671 orbital_gap_ev="5.2 / 6.0" charge=+1 spin_multiplicity=7
Eu -0.9791 -1.3130 -0.0479 1.84
C 0.4967 4.0760 -0.4033 -0.06
C 1.4332 3.0756 -0.1282 -0.07
C 1.2310 1.7333 -0.5196 -0.04
C 0.2175 1.4917 -1.4216 -0.36
C -0.6854 2.5133 -1.7737 -0.05
C -0.6023 3.7801 -1.2482 -0.05
N 0.0993 0.2068 -1.9379 0.05
C -0.1833 0.1525 -3.3097 -0.26
C 0.3892 1.0302 -4.2265 -0.03
C -0.0318 0.9294 -5.5269 -0.06
C -0.8616 -0.1570 -5.9733 -0.03
C -1.3646 -1.0595 -5.0446 -0.02
C -1.0768 -0.8500 -3.7249 -0.24
N -1.6755 -1.6117 -2.7043 -0.08
N -2.6675 -2.3538 -3.0013 0.03
C -2.8755 -3.3937 -2.2020 -0.44
C -3.6878 -4.4026 -2.7128 0.00
C -3.4565 -5.6684 -2.1896 -0.06
C -2.6057 -5.8955 -1.0937 -0.07
C -1.9609 -4.7944 -0.5789 -0.15
N -2.2089 -3.5399 -1.0783 0.00
H 0.6668 5.0114 0.0928 0.10
H 2.2923 3.3497 0.4866 0.10
H 2.0068 0.9814 -0.3224 0.04
H -1.5858 2.2916 -2.3317 0.12
H -1.2843 4.6095 -1.4779 0.12
H 1.0223 1.8560 -3.8778 0.13
H 0.3560 1.6185 -6.2608 0.10
H -0.9711 -0.2332 -7.0107 0.09
H -1.9593 -1.9486 -5.3227 0.12
H -4.2856 -4.3265 -3.6635 0.13
H -3.8450 -6.5634 -2.6758 0.11
H -2.2632 -6.8592 -0.8129 0.09
H -1.2680 -4.8090 0.2351 0.09
C -6.5337 0.8802 0.8492 -0.07
C -5.5666 2.0899 0.6162 -0.24
N -4.5030 2.1100 1.6099 -0.12
C -4.5656 3.0515 2.7371 -0.20
C -4.3075 4.4516 2.2101 -0.06
C -3.3861 1.3804 1.4036 -0.66
S -3.1572 0.4652 -0.0659 0.58
N -2.4691 1.5099 2.3758 0.10
C -1.3322 0.9445 2.6168 -0.45
O -0.7339 0.1551 1.8208 -0.26
C -0.5050 1.4810 3.7916 -0.12
C -1.0910 1.9816 4.9864 -0.02
C -0.3225 2.7129 5.8905 -0.08
C 1.0313 2.8035 5.6921 -0.09
C 1.6379 2.3128 4.5330 -0.06
C 0.8607 1.6994 3.5330 -0.03
H -7.3496 0.8601 0.0975 0.09
H -6.8715 0.7836 1.8822 0.07
H -5.9153 -0.0066 0.6491 0.04
H -6.1771 2.9789 0.7874 0.11
H -5.2495 1.9692 -0.3730 0.06
H -3.8084 2.7044 3.4339 0.09
H -5.5194 2.8687 3.2238 0.12
H -3.2257 4.4312 1.9593 0.09
H -4.5286 5.2031 2.9691 0.08
H -4.8972 4.6426 1.3178 0.07
H -2.1561 1.8177 5.1251 0.11
H -0.7331 3.2022 6.8118 0.13
H 1.6028 3.1215 6.5147 0.09
H 2.6866 2.4005 4.3379 0.09
H 1.2951 1.4075 2.5918 0.09
N 2.1615 -1.9056 2.0557 0.13
C 1.9030 -2.7839 1.0720 -0.72
N 1.3899 -2.3975 -0.0756 -0.04
C 1.6325 -3.4091 -1.0378 -0.33
C 1.3656 -3.2953 -2.4098 -0.02
C 1.4644 -4.4302 -3.1885 -0.06
C 2.0924 -5.5855 -2.6746 -0.06
C 2.4232 -5.6822 -1.3194 -0.06
C 2.2753 -4.5256 -0.5122 -0.47
S 2.3925 -4.4616 1.2247 1.10
H 2.0973 -0.9064 1.7750 0.09
H 2.6113 -2.1687 2.8579 0.07
H 0.9125 -2.3317 -2.7920 0.11
H 1.1362 -4.4450 -4.2153 0.11
H 2.2358 -6.4395 -3.3098 0.10
H 2.9067 -6.4907 -0.9101 0.08
N -1.3779 -2.3151 3.5217 0.00
C -2.2182 -2.8312 4.4303 -0.11
C -3.2451 -3.4803 3.7915 -0.07
C -2.9616 -3.3017 2.4117 -0.15
N -1.7977 -2.6441 2.2168 -0.06
H -0.5611 -1.7377 3.6015 0.12
H -2.1071 -2.7418 5.5523 0.15
H -4.1609 -3.9573 4.1879 0.12
H -3.5839 -3.6284 1.5287 0.12
C 5.0411 0.4401 -2.8680 -0.11
N 5.0240 1.5714 -1.9532 -0.23
C 4.8896 2.9048 -2.6238 -0.03
C 5.1182 1.3330 -0.6097 -0.71
S 4.3821 -0.1447 -0.0175 0.58
N 5.7874 2.3326 0.1190 -0.20
C 7.0626 2.8256 -0.3342 -0.08
C 5.4333 2.4852 1.5565 -0.07
H 5.5326 0.7888 -3.7674 0.08
H 3.9972 0.0810 -3.0852 0.10
H 5.6232 -0.3543 -2.3867 0.06
H 3.8351 3.1453 -2.9126 0.10
H 5.5625 2.9079 -3.5145 0.10
H 5.2534 3.6717 -1.9379 0.07
H 7.1879 2.6724 -1.4004 0.08
H 7.9503 2.3070 0.0573 0.09
H 7.1911 3.9014 -0.0516 0.11
H 4.3854 2.4731 1.7078 0.04
H 5.7773 3.4540 1.8764 0.08
H 5.9436 1.7582 2.2237 0.10